Record 1
{
  "formula": "C11H18AsNO7PtS",
  "method": "ωB97M-V/def2-TZVPD",
  "species": ["H", "C", "Pt", "H", "H", "C", "H", "H", "O", "C", "N", "H", "H", "H", "O", "H", "C", "H", "C", "H", "H", "C", "O", "H", "H", "C", "As", "C", "H", "C", "H", "H", "O", "C", "C", "O", "O", "O", "S", "H"],
  "xyz": [[0.411000, 2.413000, 1.796600], [2.811900, -0.243400, 0.693600], [-0.348800, -0.793400, 0.656400], [0.325500, 3.203400, 0.180400], [-0.034400, -5.684100, 0.948700], [-4.618800, -1.715700, -0.457800], [1.307400, -5.929200, -0.196600], [3.341500, -2.974900, 1.702300], [-1.329400, -3.014700, -0.965700], [2.859400, -3.902500, 1.401500], [-2.364300, -1.279300, 0.058500], [2.575200, -2.210000, -1.141400], [-5.403500, -2.046500, 0.219100], [1.764000, -3.599900, -1.914400], [1.873200, -1.026200, 1.038600], [2.983700, 1.703900, -0.266800], [-3.767600, -2.848000, -1.013700], [-5.079900, -1.121600, -1.246400], [2.377200, 1.240700, 0.517800], [0.850300, -2.103100, -1.595400], [-3.857600, -2.991400, -2.089000], [0.487100, -5.270400, 0.085100], [3.967100, -0.571300, 0.515000], [-3.961700, -3.806800, -0.532200], [-2.744700, 1.022300, 1.501000], [0.198800, 2.264300, 0.733600], [1.173700, -3.491800, 0.518700], [-2.355500, -2.420700, -0.670400], [-0.216800, -5.165800, -0.739700], [1.640800, -2.759900, -1.229000], [3.503300, -4.430000, 0.697300], [2.562200, 1.757000, 1.465500], [-1.656900, 1.481700, -0.560300], [-1.217900, 1.703400, 0.545000], [-3.622500, -0.836900, 0.283500], [-3.928500, 0.125900, 0.970200], [-1.847800, 1.496600, 1.676500], [1.008700, 1.247000, 0.175400], [-0.215800, -2.815600, 2.023800], [2.690600, -4.518100, 2.285800]],
  "forces_ev_per_angstrom": [[0.043, -0.054, -0.094], [0.139, 1.455, -0.452], [0.304, -2.564, 1.093], [-0.125, -0.092, 0.094], [0.087, 0.090, -0.020], [0.008, 0.021, -0.010], [0.053, 0.036, -0.030], [-0.084, 0.030, -0.118], [-0.478, -0.186, -0.354], [-0.053, 0.203, -0.042], [2.066, 0.508, 0.772], [0.011, -0.058, 0.165], [-0.008, 0.091, 0.044], [-0.092, -0.076, 0.153], [-2.260, -0.478, 0.222], [-0.107, -0.036, 0.079], [0.103, 0.007, -0.035], [-0.037, 0.075, 0.067], [0.500, -0.641, -0.017], [0.075, -0.209, 0.158], [0.012, -0.011, 0.005], [0.004, 0.199, -0.037], [0.310, -0.031, 0.032], [0.024, -0.001, -0.013], [0.518, 0.181, -0.183], [-0.324, 0.089, -0.003], [0.805, -1.432, -0.219], [0.343, -0.698, -0.341], [0.035, 0.009, 0.078], [-0.148, 0.300, 0.079], [-0.052, -0.034, -0.013], [-0.088, 0.000, -0.014], [0.085, -0.216, -0.310], [0.212, 1.035, 0.165], [-0.167, 0.195, 0.077], [-0.185, 0.110, 0.201], [-0.695, 0.075, 0.413], [-0.174, 0.223, -0.236], [-0.491, 1.916, -1.217], [-0.166, -0.032, -0.139]],
  "homo_lumo_gap_ev": 7.69,
  "lumo_energy_ev": -1.368
}

Record 2
{
  "formula": "C11H18BrCdN2O3",
  "method": "ωB97M-V/def2-TZVPD",
  "species": ["C", "H", "C", "Cd", "H", "H", "H", "H", "H", "H", "C", "H", "C", "N", "H", "C", "O", "H", "H", "C", "H", "C", "C", "H", "H", "H", "H", "O", "N", "H", "Br", "O", "C", "C", "H", "C"],
  "xyz": [[1.602610, 2.586847, -2.125954], [2.022277, -2.635835, -2.236604], [0.399949, -2.330519, -0.781139], [-0.470548, 0.613714, -0.971960], [2.437344, 2.171454, -1.574611], [-2.579581, -0.811148, 4.565492], [-4.265770, -0.777053, 2.831321], [1.906380, -3.817425, -0.817496], [1.836036, 3.629396, -2.220070], [0.277358, 0.574687, 1.722383], [1.390061, 1.823520, -3.371516], [-0.297141, 3.188886, -1.844392], [-3.294989, -0.488425, 2.578076], [0.343631, 2.585668, -1.298094], [0.916234, -0.295285, 4.199028], [1.377834, -3.242719, -1.588822], [-0.140110, -0.025210, -2.991486], [-0.446573, -0.287672, 5.328479], [0.469431, 3.175764, -0.422754], [-1.063786, -0.009108, 3.327146], [2.311939, 1.931555, -3.912649], [1.150522, 0.314546, -3.161753], [-0.034507, 0.154007, 4.423661], [-0.480333, -2.154159, -1.436228], [0.550642, 2.220603, -3.948340], [1.692347, -1.002221, -1.220675], [0.129770, -2.836032, 0.171084], [1.055777, -1.066978, -0.499147], [-1.633532, 0.279200, 1.031694], [0.181324, 1.202942, 4.664597], [-4.132549, 0.045813, -0.078824], [2.064811, -0.508105, -3.137955], [-2.358621, -0.450036, 3.587606], [-0.761989, 0.283965, 2.012449], [0.731285, -3.965961, -2.155267], [-2.887541, -0.078680, 1.352720]],
  "forces_ev_per_angstrom": [[-0.338, 0.176, 1.677], [-0.226, -0.497, 0.050], [0.083, -1.010, -1.013], [-0.924, -1.071, 0.307], [-0.024, -0.333, 0.425], [-0.371, -0.014, 0.610], [-1.437, -0.412, -0.185], [0.437, 0.103, -0.621], [0.340, 0.505, -0.840], [-0.836, -0.319, 0.464], [-0.117, -0.639, -1.039], [0.083, -0.674, 0.335], [1.040, 0.294, 0.783], [0.031, 2.368, 1.152], [0.313, -0.395, -0.203], [-1.479, -0.447, 1.104], [1.572, 0.752, 0.097], [0.239, -0.084, 0.111], [0.077, -1.052, -1.287], [0.319, 0.062, 0.512], [0.313, -0.020, -0.644], [-1.312, -0.995, -0.018], [-0.663, 0.246, 0.225], [0.268, 0.061, 0.644], [0.151, 0.016, -0.054], [0.444, 0.297, -0.374], [0.008, 0.659, -0.569], [-0.466, -0.030, 0.661], [-0.830, -0.363, -0.686], [-0.265, -0.105, -0.244], [0.227, -0.096, 0.166], [-0.438, 1.114, 0.190], [1.173, 0.075, -0.230], [2.041, 0.663, 0.447], [0.878, 0.693, 0.233], [-0.314, 0.471, -2.189]],
  "total_charge": 1,
  "homo_lumo_gap_ev": 9.47,
  "lumo_energy_ev": -3.323
}

Record 3
{
  "formula": "C11H18Cl2N2O2PPd",
  "method": "ωB97M-V/def2-TZVPD",
  "species": ["O", "Cl", "H", "H", "H", "H", "H", "N", "C", "H", "H", "H", "N", "Pd", "C", "H", "C", "H", "C", "C", "C", "P", "H", "H", "H", "H", "C", "O", "H", "C", "H", "C", "H", "C", "H", "C", "Cl"],
  "xyz": [[2.456572, -1.833175, -1.523070], [1.219885, -2.310126, 2.512189], [-3.403770, -0.299230, -0.794274], [5.156399, 4.133307, 1.808466], [3.041302, -0.065123, 1.397010], [-1.774297, 3.261641, -2.054764], [-2.606532, -0.900151, -2.253360], [1.537289, 1.177760, 0.727817], [3.771954, 1.988997, 1.387741], [-1.858669, 2.200023, -3.501541], [-1.689570, -2.947556, 1.848177], [-0.547591, -2.898886, -2.069793], [4.258576, 4.342208, 1.390622], [0.332419, -0.923564, 0.997772], [-2.401665, -2.370006, 1.256793], [-2.920915, 1.925154, -2.180699], [-0.938032, 1.521320, -1.861650], [0.194648, 2.684438, 0.155275], [-1.966228, 2.335670, -2.480924], [1.695388, -1.388447, -0.748307], [2.100240, 3.586996, 0.574391], [-1.569446, -1.763410, -0.209866], [-3.278245, -2.953885, 0.978619], [4.020592, 5.291839, 1.232974], [-2.713592, -1.502739, 1.846976], [-0.208590, -3.713200, -0.504316], [3.412269, 3.360295, 1.118064], [0.127052, 0.968704, -1.754571], [-3.663697, -1.952436, -1.321552], [1.229965, 2.458578, 0.461603], [4.767846, 1.702752, 1.804443], [2.796319, 0.990414, 1.168417], [1.763282, 4.604331, 0.316100], [-2.916165, -1.157623, -1.241508], [-1.826539, -3.881062, -1.280077], [-0.974660, -3.217223, -1.107788], [-1.818606, 1.953772, -0.082979]],
  "forces_ev_per_angstrom": [[-4.347, 2.658, 4.307], [-0.237, 0.105, -0.210], [-0.061, 0.144, 0.152], [0.304, 0.135, 0.074], [0.190, 0.858, -0.086], [-0.083, 2.130, 0.104], [0.155, -0.049, -0.024], [0.773, 1.089, 0.860], [-0.499, -0.973, 0.099], [0.064, 0.692, -2.487], [-0.258, -0.200, 0.062], [-0.116, -0.249, 0.183], [-0.305, -1.503, -0.002], [1.360, 1.773, -0.676], [0.437, 0.530, 0.635], [-0.210, 0.301, -0.044], [2.847, -0.986, 3.631], [0.858, -0.315, 0.273], [0.130, -2.637, -2.042], [4.244, -2.859, -4.028], [-0.467, -1.256, 0.256], [-1.983, -1.952, -0.683], [-0.022, -0.125, -0.048], [-0.187, 1.224, -0.181], [-0.181, -0.150, 0.079], [-0.131, -0.193, -0.200], [-0.132, -0.558, -0.120], [-3.871, 1.508, -1.605], [0.212, -0.251, 0.153], [-0.474, 2.112, -0.478], [-0.971, 0.297, -0.439], [1.637, -0.663, 0.634], [0.035, -0.696, 0.140], [0.032, 0.936, -0.314], [0.034, 0.022, 0.038], [0.756, 0.497, 0.005], [0.467, -1.395, 1.985]],
  "total_charge": 3,
  "homo_lumo_gap_ev": [9.75, 5.52],
  "lumo_energy_ev": [-9.684, -14.040],
  "spin_multiplicity": 5
}

Repeat the second record exactly.
{
  "formula": "C11H18BrCdN2O3",
  "method": "ωB97M-V/def2-TZVPD",
  "species": ["C", "H", "C", "Cd", "H", "H", "H", "H", "H", "H", "C", "H", "C", "N", "H", "C", "O", "H", "H", "C", "H", "C", "C", "H", "H", "H", "H", "O", "N", "H", "Br", "O", "C", "C", "H", "C"],
  "xyz": [[1.602610, 2.586847, -2.125954], [2.022277, -2.635835, -2.236604], [0.399949, -2.330519, -0.781139], [-0.470548, 0.613714, -0.971960], [2.437344, 2.171454, -1.574611], [-2.579581, -0.811148, 4.565492], [-4.265770, -0.777053, 2.831321], [1.906380, -3.817425, -0.817496], [1.836036, 3.629396, -2.220070], [0.277358, 0.574687, 1.722383], [1.390061, 1.823520, -3.371516], [-0.297141, 3.188886, -1.844392], [-3.294989, -0.488425, 2.578076], [0.343631, 2.585668, -1.298094], [0.916234, -0.295285, 4.199028], [1.377834, -3.242719, -1.588822], [-0.140110, -0.025210, -2.991486], [-0.446573, -0.287672, 5.328479], [0.469431, 3.175764, -0.422754], [-1.063786, -0.009108, 3.327146], [2.311939, 1.931555, -3.912649], [1.150522, 0.314546, -3.161753], [-0.034507, 0.154007, 4.423661], [-0.480333, -2.154159, -1.436228], [0.550642, 2.220603, -3.948340], [1.692347, -1.002221, -1.220675], [0.129770, -2.836032, 0.171084], [1.055777, -1.066978, -0.499147], [-1.633532, 0.279200, 1.031694], [0.181324, 1.202942, 4.664597], [-4.132549, 0.045813, -0.078824], [2.064811, -0.508105, -3.137955], [-2.358621, -0.450036, 3.587606], [-0.761989, 0.283965, 2.012449], [0.731285, -3.965961, -2.155267], [-2.887541, -0.078680, 1.352720]],
  "forces_ev_per_angstrom": [[-0.338, 0.176, 1.677], [-0.226, -0.497, 0.050], [0.083, -1.010, -1.013], [-0.924, -1.071, 0.307], [-0.024, -0.333, 0.425], [-0.371, -0.014, 0.610], [-1.437, -0.412, -0.185], [0.437, 0.103, -0.621], [0.340, 0.505, -0.840], [-0.836, -0.319, 0.464], [-0.117, -0.639, -1.039], [0.083, -0.674, 0.335], [1.040, 0.294, 0.783], [0.031, 2.368, 1.152], [0.313, -0.395, -0.203], [-1.479, -0.447, 1.104], [1.572, 0.752, 0.097], [0.239, -0.084, 0.111], [0.077, -1.052, -1.287], [0.319, 0.062, 0.512], [0.313, -0.020, -0.644], [-1.312, -0.995, -0.018], [-0.663, 0.246, 0.225], [0.268, 0.061, 0.644], [0.151, 0.016, -0.054], [0.444, 0.297, -0.374], [0.008, 0.659, -0.569], [-0.466, -0.030, 0.661], [-0.830, -0.363, -0.686], [-0.265, -0.105, -0.244], [0.227, -0.096, 0.166], [-0.438, 1.114, 0.190], [1.173, 0.075, -0.230], [2.041, 0.663, 0.447], [0.878, 0.693, 0.233], [-0.314, 0.471, -2.189]],
  "total_charge": 1,
  "homo_lumo_gap_ev": 9.47,
  "lumo_energy_ev": -3.323
}